ORCA calculation (wB97M-V/def2-TZVPD) on the ion C9H14N4 with charge +2 in a non-equilibrium geometry.

Computed properties:
- E: -569.6410 Ha
- Charge: +2
- ΔE to the lowest compared entry with this formula, charge and spin: 227.4 kJ/mol

```
27
Properties=species:S:1:pos:R:3:forces:R:3:lowdin_charge:R:1
C 2.0118 -1.1390 0.6839 -1.6 -4.8 3.9 -0.045
C 2.2378 0.3450 -1.0128 -0.4 1.1 -0.6 0.037
C 3.2777 -1.5260 0.6180 2.1 0.4 0.6 -0.005
C 3.6150 0.0844 -1.0080 -2.9 0.2 -1.9 -0.011
C 1.3652 -0.2521 -0.1158 -1.4 0.5 2.5 -0.259
C -3.7431 -1.2361 -0.1531 -2.3 1.9 -1.3 -0.015
C -2.3771 0.8552 0.1391 3.4 0.3 1.3 -0.101
C -0.8236 1.0284 -0.2165 1.3 -2.4 -1.8 -0.314
C -0.3198 2.1938 0.5596 -3.4 1.3 1.2 -0.053
N 4.1292 -0.7815 -0.1754 -0.6 -2.1 1.2 0.123
N 0.0387 -0.1312 0.2626 -4.0 1.3 1.6 0.035
N -3.1212 -0.2956 0.0404 0.6 -1.6 -0.8 0.233
N -4.7705 -1.8762 -0.6633 2.9 -3.1 0.6 0.229
H 1.4292 -1.8222 1.4613 0.9 1.8 -1.8 0.181
H 1.8618 1.0582 -1.7253 0.2 0.1 -0.3 0.124
H 3.6361 -2.3676 1.2631 0.2 1.2 -0.9 0.172
H 3.9948 0.3367 -1.9826 1.6 0.6 0.5 0.159
H -2.5118 1.1076 1.1539 0.4 0.7 1.6 0.129
H -2.7827 1.6633 -0.3500 -1.6 1.5 -1.7 0.128
H -0.6316 1.0769 -1.3678 -0.8 0.2 2.0 0.183
H -1.1521 2.9448 0.5931 1.1 0.1 -0.5 0.115
H 0.5846 2.5949 0.2155 1.2 0.6 -0.4 0.077
H -0.2960 1.9504 1.6312 0.5 -0.3 -0.2 0.105
H 5.0785 -1.0640 -0.1340 1.2 0.1 -0.6 0.174
H -0.4902 -0.2352 1.3977 3.6 -0.5 -4.1 0.284
H -5.7153 -1.6247 -0.4830 -0.8 0.5 0.4 0.146
H -4.5255 -2.8883 -0.6317 -1.2 0.6 -0.5 0.168
```
Positions in Å, forces in eV/Å.